{
  "formula": "C4H5Br",
  "method": "ωB97M-V/def2-TZVPD",
  "elements": ["H", "H", "Br", "C", "C", "C", "H", "H", "C", "H"],
  "xyz": [[-2.24, 1.67, 0.02], [0.29, -1.31, 0.85], [3.31, 0.27, 0.20], [-0.42, 0.70, 0.20], [2.04, -1.00, -0.46], [-1.66, 0.74, -0.08], [-2.05, -0.28, -0.43], [0.24, 1.34, 0.75], [0.52, -0.78, -0.12], [-0.02, -1.35, -0.93]],
  "e_tot_ev": -74265.4164,
  "s2": 2.009,
  "e_above_lowest_kcal_mol": 36.1,
  "spin_multiplicity": 3,
  "e_lumo_ev": [0.89, -1.46]
}